{
  "formula": "C70H164N17O25",
  "method": "ωB97M-V/def2-TZVPD",
  "energy_ev": -151719.94955,
  "charge": 3,
  "e_above_lowest_kj_mol": 146.2,
  "spin_multiplicity": 1,
  "elements": ["C", "C", "O", "N", "H", "H", "C", "H", "H", "H", "H", "H", "H", "C", "C", "O", "N", "H", "H", "C", "H", "H", "H", "H", "H", "H", "C", "C", "C", "C", "N", "C", "C", "C", "C", "C", "H", "H", "H", "H", "H", "H", "H", "H", "H", "H", "H", "H", "H", "H", "H", "H", "H", "H", "H", "H", "C", "C", "C", "C", "N", "C", "C", "C", "C", "C", "H", "H", "H", "H", "H", "H", "H", "H", "H", "H", "H", "H", "H", "H", "H", "H", "H", "H", "H", "H", "C", "C", "C", "C", "N", "C", "C", "C", "C", "C", "H", "H", "H", "H", "H", "H", "H", "H", "H", "H", "H", "H", "H", "H", "H", "H", "H", "H", "H", "H", "C", "C", "C", "C", "N", "C", "C", "C", "C", "C", "H", "H", "H", "H", "H", "H", "H", "H", "H", "H", "H", "H", "H", "H", "H", "H", "H", "H", "H", "H", "C", "C", "C", "C", "N", "C", "C", "C", "C", "C", "H", "H", "H", "H", "H", "H", "H", "H", "H", "H", "H", "H", "H", "H", "H", "H", "H", "H", "H", "H", "C", "C", "C", "C", "N", "C", "C", "C", "C", "C", "H", "H", "H", "H", "H", "H", "H", "H", "H", "H", "H", "H", "H", "H", "H", "H", "H", "H", "H", "H", "C", "N", "C", "C", "C", "C", "O", "H", "H", "H", "H", "H", "H", "H", "H", "H", "H", "H", "H", "H", "H", "C", "N", "C", "C", "C", "C", "O", "H", "H", "H", "H", "H", "H", "H", "H", "H", "H", "H", "H", "H", "H", "N", "O", "O", "O", "N", "O", "O", "O", "N", "O", "O", "O", "N", "O", "O", "O", "N", "O", "O", "O", "N", "O", "O", "O", "N", "O", "O", "O"],
  "positions_angstrom": [[-0.633184, 3.826393, -4.509987], [-0.081800, 3.254437, -5.783613], [0.402755, 3.985627, -6.604821], [-0.037975, 1.820204, -5.941322], [0.633938, 1.436031, -5.253419], [-0.993098, 1.463089, -5.743907], [0.426951, 1.454144, -7.320161], [0.094793, 3.841255, -3.691806], [-1.507319, 3.236787, -4.204504], [-0.843878, 4.891016, -4.655286], [1.505605, 1.413736, -7.342571], [0.102411, 2.161877, -8.098379], [0.078161, 0.435332, -7.622139], [-6.349732, -1.224998, 2.365969], [-5.478030, -2.265388, 1.757823], [-5.801501, -3.029782, 0.909527], [-4.046081, -2.170568, 2.144556], [-3.480508, -2.839090, 1.655522], [-3.628290, -1.242342, 1.940427], [-3.920253, -2.285691, 3.642423], [-7.211373, -1.681721, 2.849942], [-6.732505, -0.594956, 1.602810], [-5.793430, -0.571492, 3.038545], [-2.843880, -2.426302, 3.800245], [-4.296915, -3.193464, 4.061814], [-4.360762, -1.407369, 4.199442], [5.154897, 0.405225, 2.115352], [6.298396, 1.508776, 1.842334], [6.306674, 2.383688, 0.620899], [6.146235, 1.497938, -0.580749], [6.813459, 1.932197, -1.907978], [6.466643, 0.897595, -3.017129], [7.809971, 0.371067, -3.488775], [8.807615, 1.437885, -3.122505], [8.304789, 1.792639, -1.728007], [6.374463, 3.286416, -2.262991], [4.186888, 0.788301, 2.256145], [5.500719, -0.148803, 2.983318], [5.175666, -0.327523, 1.373185], [7.246550, 0.946439, 1.839490], [6.369286, 2.170775, 2.760255], [7.233614, 2.933426, 0.624153], [5.507770, 3.161873, 0.508006], [5.088079, 1.435788, -0.835260], [6.578332, 0.527703, -0.511660], [5.987905, 1.493386, -3.780111], [5.887730, 0.123989, -2.669199], [7.809378, 0.196540, -4.532024], [8.004391, -0.481202, -2.937814], [8.853481, 2.277096, -3.748431], [9.817178, 1.115501, -2.969970], [8.626359, 2.747417, -1.279769], [8.497112, 0.994194, -0.996228], [5.290317, 3.410679, -2.186208], [6.719009, 3.702861, -3.245661], [6.738009, 3.961965, -1.476722], [-5.716939, 6.649510, -0.214060], [-5.318971, 5.181030, -0.056795], [-4.908848, 4.454417, -1.317817], [-5.256064, 2.923892, -1.231883], [-4.749392, 2.041693, -2.365270], [-5.342823, 0.633430, -2.267557], [-6.588546, 0.734272, -3.175085], [-6.638882, 2.135801, -3.783107], [-5.183822, 2.554856, -3.733113], [-3.210138, 1.954410, -2.284421], [-4.850196, 7.315593, -0.340127], [-6.196941, 6.994032, 0.662779], [-6.344396, 6.888164, -0.994357], [-6.135749, 4.568073, 0.354497], [-4.569984, 5.192626, 0.650388], [-3.794316, 4.614615, -1.342004], [-5.472373, 4.890522, -2.180979], [-6.376612, 2.875352, -1.316985], [-4.709528, 2.574854, -0.332701], [-4.597725, -0.100500, -2.510264], [-5.518536, 0.419042, -1.185851], [-6.473936, 0.001942, -4.050175], [-7.472174, 0.448934, -2.527631], [-6.960253, 2.007133, -4.773234], [-7.349879, 2.810250, -3.378685], [-4.568047, 2.002060, -4.388934], [-4.916085, 3.576384, -3.996779], [-2.968047, 1.149871, -2.963718], [-3.085853, 1.647579, -1.265456], [-2.746026, 2.939629, -2.438839], [1.688967, -6.934869, -0.272799], [0.810118, -7.538829, 0.823879], [0.384713, -6.624291, 2.028765], [1.496615, -5.703974, 2.629763], [1.121041, -4.813403, 3.703713], [2.346303, -4.166499, 4.325190], [2.513304, -4.638451, 5.750588], [1.137133, -4.949245, 6.234057], [0.541176, -5.560487, 4.942077], [0.087192, -3.838147, 3.239772], [2.715801, -6.684604, 0.084936], [1.276907, -5.967116, -0.582473], [1.680437, -7.671255, -1.055925], [1.427758, -8.327478, 1.301400], [-0.067269, -8.044955, 0.481005], [0.031998, -7.334157, 2.751648], [-0.370440, -5.960660, 1.619706], [1.788125, -5.065136, 1.776128], [2.287078, -6.392495, 3.021184], [2.106062, -3.138727, 4.322245], [3.145728, -4.336238, 3.554519], [2.898560, -3.760201, 6.236677], [3.266427, -5.433470, 5.781071], [0.567567, -4.053936, 6.566819], [0.987819, -5.639469, 7.045071], [-0.539287, -5.484761, 4.849650], [0.774420, -6.594597, 4.697264], [-0.759698, -4.335107, 2.763727], [0.597421, -3.089163, 2.567189], [-0.190236, -3.333468, 4.192300], [-1.386955, -0.953691, -2.349314], [-0.227317, 0.060455, -2.444199], [0.652658, 0.058627, -1.198430], [-0.073118, 0.624279, 0.048551], [0.878177, 1.205695, 1.180480], [1.581655, 0.002930, 1.717586], [1.325812, -0.035506, 3.206531], [-0.103788, 0.454858, 3.278510], [-0.060355, 1.658255, 2.321889], [1.700633, 2.322165, 0.753122], [-1.066427, -2.018555, -2.523891], [-2.131154, -0.682677, -3.003141], [-1.933929, -0.808122, -1.428090], [-0.501457, 1.142671, -2.635313], [0.434117, -0.201098, -3.279451], [1.599635, 0.586327, -1.281985], [0.949400, -0.995852, -0.941149], [-0.838488, -0.042222, 0.474973], [-0.547267, 1.534461, -0.399430], [2.594916, -0.032161, 1.333970], [1.119634, -0.893294, 1.251474], [1.988314, 0.685143, 3.676311], [1.544575, -1.008381, 3.616920], [-0.375917, 0.810977, 4.250145], [-0.666616, -0.433075, 3.067267], [0.437300, 2.529580, 2.792822], [-1.018122, 2.033571, 1.922948], [0.996448, 3.169482, 0.619225], [2.247412, 2.017713, -0.143022], [2.347809, 2.509959, 1.586883], [-2.983475, 8.698010, 6.329802], [-1.696036, 7.950914, 5.971759], [-1.121513, 6.940046, 7.003625], [-1.815331, 5.542599, 7.036647], [-1.040104, 4.472433, 6.319398], [-0.832480, 4.955282, 4.887653], [-2.112943, 4.590971, 4.118364], [-2.819419, 3.565076, 4.988663], [-1.855310, 3.228556, 6.140503], [0.168560, 4.100325, 7.092891], [-3.393587, 9.128400, 5.411034], [-2.736512, 9.452278, 6.955331], [-3.755361, 8.063740, 6.828957], [-0.849255, 8.676963, 5.735055], [-1.892437, 7.534024, 4.986849], [-1.350957, 7.325556, 7.963947], [-0.033263, 6.818054, 6.891911], [-2.790834, 5.636694, 6.476105], [-2.003439, 5.246337, 8.065334], [0.008133, 4.397439, 4.572853], [-0.605668, 6.013371, 4.890829], [-1.821799, 4.066833, 3.120727], [-2.701004, 5.499548, 4.019109], [-2.985682, 2.714991, 4.337076], [-3.845416, 3.844291, 5.425723], [-1.205178, 2.326232, 5.921894], [-2.327778, 2.950704, 7.135814], [-0.044677, 3.851076, 8.158628], [0.968461, 4.864484, 7.097422], [0.523263, 3.147888, 6.734509], [-6.281389, -0.978664, -9.609487], [-6.242329, -0.923082, -8.132172], [-5.891094, -2.318363, -7.397818], [-4.406624, -2.626484, -7.779949], [-3.807190, -3.955914, -7.292076], [-4.251640, -5.054897, -8.189111], [-3.141029, -6.041290, -8.078672], [-1.943161, -5.403006, -7.359345], [-2.307729, -3.924167, -7.363734], [-4.223210, -4.176248, -5.883115], [-5.424481, -0.534626, -10.088185], [-7.112729, -0.381897, -9.947813], [-6.499707, -2.059688, -9.972549], [-7.214318, -0.734534, -7.582130], [-5.564675, -0.145343, -7.722890], [-6.475323, -3.089504, -7.858484], [-5.980443, -2.304257, -6.277740], [-3.796672, -1.820762, -7.289522], [-4.150441, -2.582713, -8.831700], [-5.267699, -5.410483, -7.863329], [-4.393744, -4.655015, -9.176847], [-3.589741, -6.959623, -7.657288], [-2.769260, -6.414107, -9.057652], [-1.817415, -5.759867, -6.388581], [-1.099722, -5.581649, -7.960299], [-1.910333, -3.347714, -6.499810], [-1.962012, -3.455192, -8.286434], [-5.198161, -4.642751, -5.911491], [-4.142947, -3.254237, -5.336805], [-3.628312, -4.968646, -5.440325], [3.958166, -4.315405, -3.038332], [3.173083, -3.195247, -3.720608], [1.811727, -3.191635, -3.118123], [3.765493, -1.854850, -3.407879], [3.087431, -3.365419, -5.247998], [3.204131, -4.838437, -5.856904], [2.123135, -5.647527, -5.360686], [3.478635, -5.296589, -3.274696], [3.906870, -4.066291, -2.020736], [5.003111, -4.340156, -3.395166], [1.986007, -3.180294, -2.034279], [1.289095, -4.123101, -3.357994], [1.181750, -2.350277, -3.480939], [3.570611, -1.125586, -4.160643], [4.825458, -1.997423, -3.375437], [3.347935, -1.631986, -2.451775], [3.905448, -2.839880, -5.644997], [2.125562, -2.914883, -5.589911], [4.191334, -5.239910, -5.559511], [3.022216, -4.737095, -6.936931], [2.165896, -6.436292, -5.945492], [4.149152, 0.397545, 5.558106], [4.559440, 1.049589, 6.786802], [4.938003, 0.039552, 7.778569], [5.714402, 1.887054, 6.461412], [3.507718, 2.061768, 7.318428], [2.143999, 1.405224, 7.520161], [2.168498, 0.129806, 8.132441], [4.978567, -0.223416, 5.160617], [3.922813, 1.146453, 4.743454], [3.306877, -0.226004, 5.822212], [5.815172, -0.526344, 7.576161], [4.091202, -0.641085, 7.749383], [5.008913, 0.501081, 8.742005], [6.087130, 2.266003, 7.366176], [5.376706, 2.611420, 5.800336], [6.554552, 1.280100, 5.982547], [3.470090, 3.007346, 6.789189], [3.808031, 2.359285, 8.369521], [1.512427, 1.295151, 6.619316], [1.642326, 1.968231, 8.261931], [1.620074, -0.405013, 7.537177], [-0.308195, -0.903428, 6.222093], [0.890498, -1.256836, 6.299992], [-1.154272, -1.670577, 5.700479], [-0.630348, 0.254660, 6.485478], [-3.490498, 1.083589, 1.477694], [-3.579101, 2.338044, 1.358400], [-3.831807, 0.280375, 0.536849], [-3.053840, 0.528706, 2.504345], [2.795081, 3.392798, 3.853016], [2.201789, 2.910478, 4.829858], [2.355177, 4.402328, 3.358443], [3.750042, 2.748172, 3.353083], [-1.416073, -2.948491, 0.639649], [-2.172402, -3.859112, 1.120666], [-1.315685, -1.864877, 1.268720], [-0.805443, -3.094266, -0.431860], [2.512718, 1.385741, -3.722240], [3.491185, 1.112445, -2.999481], [1.764999, 2.352974, -3.354134], [2.309124, 0.730744, -4.783586], [3.105839, -2.943967, 0.574349], [3.197709, -2.877683, 1.782375], [2.414171, -3.822727, 0.001636], [3.677738, -2.093729, -0.120222], [-2.709891, 0.038092, -5.596285], [-2.567765, 1.279551, -5.288570], [-1.712766, -0.534860, -6.153687], [-3.775855, -0.559385, -5.343266]],
  "atomic_forces_ev_per_a": [[-0.524, -0.191, 0.374], [1.217, 2.930, 0.638], [-0.347, -0.941, -0.066], [0.398, -0.196, -1.548], [0.288, -0.179, 0.165], [-0.401, -0.295, 0.183], [-0.186, -1.226, -0.961], [0.081, -0.579, -0.333], [0.114, 0.386, 0.092], [-0.354, -0.382, -0.333], [0.253, 0.247, 0.224], [-0.061, -0.116, 0.754], [-0.005, 0.905, 0.744], [0.217, -0.075, 1.049], [0.332, 0.917, -1.113], [0.066, -0.437, 0.142], [-1.694, 1.079, 2.065], [0.914, -1.463, -0.480], [-0.218, 0.244, -0.308], [1.316, 0.471, 0.496], [0.093, -0.015, 0.180], [-0.334, 0.404, -1.002], [-0.235, -0.172, 0.115], [-0.146, 0.816, 0.257], [-0.938, -0.667, -0.299], [0.878, -0.961, -0.939], [2.876, 1.517, 0.184], [-0.736, -0.523, 2.619], [-0.918, 0.682, -0.928], [-0.454, 0.389, -1.917], [-0.611, -1.302, 0.652], [1.859, 2.584, -0.787], [-0.314, 1.852, -0.440], [0.236, -0.503, 2.286], [-0.136, 1.466, 0.082], [0.093, 1.912, 0.093], [-0.968, 0.630, 0.256], [-0.200, 0.156, 0.364], [-0.266, -1.128, -1.584], [-0.186, 0.109, -0.087], [-0.226, -0.677, -1.014], [0.540, 0.160, -0.089], [0.467, -0.642, 0.820], [-0.029, -0.383, 0.033], [-0.017, -0.935, 0.744], [-0.460, -0.245, -0.130], [-1.752, -1.277, 1.026], [-0.083, -0.553, -1.040], [0.699, -2.038, 0.800], [-0.257, 1.181, -1.058], [0.640, -0.560, -0.382], [0.280, -0.463, -0.353], [-0.126, 0.165, -0.391], [0.034, -0.650, -0.355], [-0.102, -0.928, 0.813], [0.207, -0.147, -0.286], [1.928, -0.275, 0.752], [-2.551, -0.104, -0.876], [0.898, -0.409, -1.064], [-0.004, 1.068, -0.239], [1.667, 1.297, -0.170], [-0.529, 1.193, 1.081], [-0.622, -2.066, 0.295], [0.914, -0.758, 0.000], [-0.375, -0.159, 0.800], [-1.851, 0.197, 0.371], [0.045, -0.389, -0.001], [-0.533, 0.280, 1.103], [-1.576, 0.088, -1.968], [-0.126, 0.566, 0.276], [1.801, -0.515, 1.574], [-0.980, -0.246, -0.894], [0.894, -0.152, 0.473], [1.090, -0.365, 0.836], [-1.226, -0.281, -0.239], [0.357, -0.121, -0.792], [-0.207, 0.504, -0.833], [-0.309, 0.817, 1.458], [0.716, 0.352, -1.181], [-0.287, 0.067, -1.585], [-0.378, 0.700, 0.943], [0.314, -1.039, -0.995], [-0.229, 0.292, 0.916], [0.568, 0.415, -0.233], [0.628, -0.309, 0.557], [-0.290, -0.550, -0.290], [-0.372, 0.886, 0.913], [2.097, 0.224, 2.162], [0.640, 0.660, -0.938], [0.347, -2.374, -2.038], [-1.227, -0.339, 2.290], [0.419, -0.351, -2.057], [1.393, 0.409, -0.360], [-1.583, -0.220, -1.227], [-0.921, -0.067, -0.939], [1.066, 1.612, 0.795], [-0.680, -0.518, -0.264], [-0.040, -0.266, -0.378], [0.433, 0.027, -0.686], [-0.304, 0.032, -0.314], [-0.594, -0.035, -0.495], [-0.722, 0.017, 0.581], [-0.599, -0.094, 0.311], [0.626, -0.276, 0.580], [-0.166, 0.848, -0.481], [-0.044, 1.289, -0.015], [-0.405, 0.267, 1.286], [0.505, 0.125, 0.677], [-0.424, -0.107, 0.368], [0.446, -0.250, -0.657], [0.511, -0.522, 0.296], [-0.088, 0.023, 0.194], [0.330, -0.165, 0.823], [0.312, 0.106, 0.158], [-0.643, -0.914, 0.512], [-0.287, 0.090, -0.880], [1.656, -0.078, 0.809], [0.503, 0.559, 0.046], [0.544, -1.738, 2.064], [0.102, 2.332, -1.364], [-3.356, -1.931, -0.573], [0.272, -1.553, -0.682], [1.149, 1.055, -0.242], [0.806, 0.391, 0.065], [-0.026, -0.284, -0.078], [-0.483, 0.147, -0.396], [-0.400, 1.227, 0.468], [-1.575, 0.292, -2.361], [0.278, -0.547, 0.807], [-0.257, -1.159, 0.100], [-0.217, 0.012, -0.051], [-0.063, 0.199, -0.609], [-0.264, 0.660, -0.412], [0.664, 0.290, 0.148], [-0.071, -0.337, 0.841], [0.275, 0.236, 0.312], [0.012, 0.566, 0.311], [0.191, 0.117, 0.334], [-0.224, -0.320, 0.147], [-0.177, 0.081, 0.662], [-1.177, 0.211, -0.721], [-0.083, -0.599, 0.035], [0.388, -0.456, -0.067], [0.780, -0.334, -0.299], [-0.041, 0.510, 0.081], [0.678, 0.444, 0.153], [-0.561, -2.487, -1.364], [1.269, 0.488, -0.730], [-0.696, -0.739, -1.005], [-0.955, 1.002, -1.073], [-0.293, 0.241, 0.452], [-0.050, -0.335, 0.443], [1.021, -0.329, -0.633], [-1.578, -0.662, 1.031], [-0.675, -1.556, 0.663], [0.948, -0.098, 1.023], [-0.125, -0.080, 0.267], [0.442, 2.543, 2.171], [0.551, 0.322, -0.497], [-1.169, -0.549, 0.497], [0.192, -0.680, -0.037], [0.271, 0.674, 1.056], [-0.381, 0.199, 0.171], [0.852, -0.220, 0.799], [0.018, -0.367, -0.112], [1.053, -0.450, -0.659], [0.184, -0.114, -0.004], [-0.698, 1.458, 1.539], [-0.127, -0.128, -0.652], [-0.211, -0.503, 0.375], [1.520, -0.020, -0.899], [-0.408, 1.365, 0.002], [0.337, 0.562, -1.226], [-0.559, 0.631, -0.704], [-0.600, -0.361, -0.367], [0.368, 0.155, -0.681], [-1.167, -1.613, -1.083], [-0.446, -1.064, 4.185], [2.181, 0.784, -1.052], [0.722, 1.321, 1.586], [-0.768, 2.010, -0.213], [-1.156, 0.093, 0.404], [0.167, -2.735, -0.996], [-1.644, 0.756, -0.967], [0.530, 0.013, 0.624], [0.015, -1.305, -0.212], [0.542, -0.304, -0.155], [-0.387, 0.140, -0.311], [0.574, 1.788, 0.355], [0.628, 0.281, -1.313], [-0.189, -0.419, -0.328], [-0.892, -0.413, 0.076], [-0.174, 0.224, -1.240], [-0.379, -0.853, -0.306], [-0.457, -0.045, -0.289], [1.120, 0.233, -0.184], [0.159, 0.278, -0.425], [0.806, 0.320, 0.401], [-0.557, 0.515, 0.337], [0.394, -0.691, 1.556], [1.351, -0.172, -0.336], [-0.401, -0.249, -0.634], [-0.434, 0.147, 0.005], [-0.546, 0.622, 0.198], [-0.078, 0.268, 0.246], [0.503, 0.182, 0.060], [-0.161, -0.375, -2.016], [-0.299, -0.818, -1.512], [-0.892, -0.474, 0.323], [0.278, -1.105, 0.026], [-1.294, -1.879, -0.048], [-0.948, 1.514, 1.476], [0.781, -0.532, -0.809], [0.206, 0.946, 0.348], [0.050, 0.016, 1.565], [-0.527, 0.262, 0.069], [-0.443, 0.256, -0.135], [0.257, 0.074, -0.101], [0.801, -0.335, 0.226], [-0.728, 0.387, -0.435], [0.736, 0.007, 0.296], [0.218, 0.727, 0.696], [1.017, 0.877, -0.605], [0.797, -0.192, 0.429], [-0.428, -0.038, -0.568], [0.826, 0.170, 0.218], [-0.388, 0.455, 0.848], [-0.433, -0.218, -2.030], [0.718, 1.937, -0.191], [-1.679, -0.761, 0.585], [2.045, -2.044, -0.508], [-0.140, -1.231, 2.468], [-0.514, -0.900, -0.633], [0.860, 0.186, 0.075], [-0.398, 0.233, 0.602], [-0.016, -0.658, 1.130], [-0.359, -0.176, -0.414], [0.983, 0.106, -0.775], [0.225, -0.116, 0.674], [0.033, 0.166, 0.534], [0.544, 0.894, 1.115], [-0.274, 1.536, -1.221], [-1.282, 0.614, 0.575], [0.071, -0.474, -0.774], [0.372, -0.635, -1.131], [0.578, 0.555, 0.174], [-0.723, 1.476, 0.357], [-0.246, -0.673, -0.135], [-1.291, -0.365, -2.239], [0.438, -0.513, 0.394], [0.722, 0.028, 0.716], [0.002, 0.589, 0.860], [-0.110, -0.723, -0.530], [0.349, -1.682, 0.171], [-0.074, 1.473, 0.231], [-0.211, 0.954, 0.207], [-0.315, -1.260, -0.018], [-0.280, -0.607, 1.234], [-0.048, 1.716, -1.200], [0.347, 0.402, -0.073], [0.200, 0.043, -0.706], [0.535, 0.510, -0.659], [-0.208, -0.457, 0.147], [-0.517, -0.452, 1.150], [0.278, 1.440, 1.316], [-0.235, -0.257, -0.488], [0.528, -1.715, -1.325], [-0.487, 0.582, 0.552], [-0.482, 0.078, -1.441], [-0.181, -0.313, 1.827], [0.128, -0.158, 0.346], [0.591, 0.705, -0.965], [0.855, -0.164, -0.312], [-0.508, -1.365, -0.280], [-1.874, 0.452, 0.860], [1.193, 0.663, -0.218]],
  "lowdin_charge": [0.023, -0.418, 0.150, 0.080, 0.116, 0.084, 0.002, 0.080, 0.054, 0.105, 0.089, 0.107, 0.097, 0.026, -0.413, 0.174, 0.081, 0.079, 0.098, 0.015, 0.111, 0.083, 0.078, 0.084, 0.096, 0.118, -0.055, -0.204, -0.197, -0.121, -0.244, -0.065, -0.130, -0.124, -0.094, 0.001, 0.013, 0.065, 0.031, 0.110, 0.115, 0.108, 0.138, 0.129, 0.121, 0.127, 0.080, 0.119, 0.101, 0.107, 0.124, 0.142, 0.147, 0.114, 0.134, 0.105, -0.082, -0.256, -0.174, -0.101, -0.228, -0.083, -0.127, -0.145, -0.089, 0.027, 0.088, 0.063, 0.044, 0.119, 0.075, 0.128, 0.121, 0.150, 0.093, 0.110, 0.122, 0.129, 0.134, 0.100, 0.106, 0.084, 0.140, 0.056, 0.066, 0.099, -0.111, -0.232, -0.148, -0.152, -0.262, -0.103, -0.151, -0.120, -0.059, 0.017, 0.084, 0.057, 0.062, 0.110, 0.097, 0.098, 0.095, 0.106, 0.160, 0.089, 0.134, 0.109, 0.130, 0.121, 0.118, 0.130, 0.123, 0.078, 0.112, 0.098, -0.070, -0.224, -0.181, -0.071, -0.220, -0.111, -0.127, -0.128, -0.056, 0.026, 0.091, 0.000, 0.062, 0.107, 0.076, 0.077, 0.114, 0.098, 0.132, 0.107, 0.119, 0.088, 0.100, 0.088, 0.090, 0.116, 0.108, 0.132, 0.098, 0.068, -0.087, -0.255, -0.154, -0.097, -0.264, -0.071, -0.126, -0.150, -0.099, 0.002, 0.085, 0.032, 0.095, 0.136, 0.076, 0.104, 0.112, 0.145, 0.134, 0.090, 0.109, 0.136, 0.105, 0.090, 0.143, 0.116, 0.165, 0.129, 0.122, 0.050, -0.119, -0.255, -0.146, -0.125, -0.274, -0.115, -0.142, -0.129, -0.090, 0.031, 0.073, 0.072, 0.117, 0.123, 0.105, 0.094, 0.114, 0.109, 0.124, 0.156, 0.131, 0.131, 0.133, 0.092, 0.102, 0.142, 0.146, 0.111, 0.100, 0.112, 0.041, -0.315, -0.004, -0.002, -0.058, -0.196, -0.094, 0.119, 0.063, 0.118, 0.074, 0.112, 0.108, 0.068, 0.097, 0.072, 0.107, 0.146, 0.120, 0.128, 0.110, -0.018, -0.348, 0.007, -0.005, -0.054, -0.254, -0.082, 0.114, 0.089, 0.093, 0.107, 0.098, 0.113, 0.097, 0.078, 0.146, 0.118, 0.156, 0.096, 0.103, 0.018, -0.554, -0.051, -0.025, -0.028, -0.514, -0.028, -0.068, -0.021, -0.607, -0.063, 0.018, -0.072, -0.521, -0.068, -0.060, -0.001, -0.529, -0.039, -0.039, -0.053, -0.592, -0.003, -0.066, -0.045, -0.501, -0.078, -0.036, -0.008]
}